1.
This record from the OMol25 dataset describes 3 unconnected molecules or ions with the total composition C31H41ClFN2O11PS. The level of theory is ωB97M-V/def2-TZVPD.

Output
orbital gap	7.34	eV
LUMO level	-1.25	eV
largest force on an atom	2.19	eV Å⁻¹
SMILES string	C#Cc1cc2c(cc1P(O)Cl)C(=O)c1cc(CCC(=O)O)cc(S(=O)(=O)F)c1C2=O.COCCNCCOC.COCCNCCOC
E_tot	-93674.7339	eV

Geometry (Å):
C -4.485 0.020 1.801
C -3.466 0.627 1.640
C -2.065 0.915 1.595
C -1.395 1.080 2.807
C -0.039 1.299 2.816
C 0.646 1.360 1.605
C -0.003 1.214 0.405
C -1.378 0.985 0.389
P -2.241 0.740 -1.215
O -1.310 -0.343 -2.027
Cl -1.936 2.571 -2.157
C 2.121 1.556 1.701
O 2.763 2.233 0.941
C 2.749 0.794 2.837
C 3.959 0.153 2.640
C 4.485 -0.581 3.689
C 5.770 -1.340 3.491
C 5.519 -2.708 2.748
C 4.066 -3.036 2.520
O 3.566 -2.925 1.429
O 3.313 -3.432 3.584
C 3.831 -0.628 4.908
C 2.626 0.018 5.108
S 1.799 -0.111 6.662
O 0.563 -0.780 6.437
O 1.773 1.121 7.357
F 2.707 -1.096 7.460
C 2.078 0.727 4.045
C 0.739 1.438 4.084
O 0.336 2.040 5.039
H -5.387 -0.434 2.124
H -1.950 1.009 3.730
H 0.573 1.249 -0.513
H -0.389 -0.249 -1.736
H 4.503 0.185 1.708
H 6.470 -0.769 2.889
H 6.242 -1.573 4.441
H 5.957 -2.623 1.761
H 5.989 -3.547 3.261
H 2.491 -2.925 3.519
H 4.306 -1.203 5.691
C -2.289 6.321 -8.899
O -1.152 5.496 -9.068
C 0.080 6.142 -8.764
C 0.713 5.537 -7.529
N -0.045 5.872 -6.330
C 0.364 5.137 -5.136
C 0.162 3.624 -5.125
O -1.194 3.220 -5.122
C -1.801 3.124 -6.397
H -3.151 5.776 -9.280
H -2.466 6.552 -7.843
H -2.189 7.254 -9.462
H -0.049 7.222 -8.654
H 0.746 5.971 -9.615
H 1.732 5.922 -7.425
H 0.771 4.452 -7.684
H -1.025 5.686 -6.500
H -0.202 5.550 -4.297
H 1.420 5.351 -4.939
H 0.581 3.252 -4.185
H 0.714 3.118 -5.926
H -1.086 2.838 -7.173
H -2.293 4.060 -6.675
H -2.574 2.356 -6.340
C 0.378 -5.135 1.129
O -0.788 -5.935 1.200
C -0.982 -6.562 2.463
C -2.195 -5.990 3.168
N -1.948 -4.620 3.599
C -3.131 -3.910 4.076
C -4.253 -3.633 3.077
O -3.895 -2.726 2.050
C -3.261 -3.307 0.923
H 0.495 -4.815 0.095
H 0.293 -4.243 1.759
H 1.266 -5.702 1.422
H -0.089 -6.486 3.091
H -1.162 -7.623 2.268
H -2.425 -6.605 4.043
H -3.043 -6.052 2.473
H -1.556 -4.102 2.824
H -2.787 -2.945 4.459
H -3.549 -4.456 4.928
H -5.063 -3.151 3.632
H -4.680 -4.548 2.651
H -3.608 -4.326 0.736
H -2.173 -3.299 1.033
H -3.504 -2.694 0.053

These are the Löwdin partial charges, in e, on atoms 1 to 5:
1. C 0.1540
2. C -0.1048
3. C -0.2330
4. C 0.0726
5. C -0.0655


2.
This record from the OMol25 dataset describes 4 unconnected molecules or ions with the total composition C31H41N2O10P2. The level of theory is ωB97M-V/def2-TZVPD.

Output
energy above the lowest of the compared OMol25 structures with the same formula, charge and spin	364.7	kJ/mol
orbital gap	7.92	eV
LUMO level	-3.97	eV
largest force on an atom	3.36	eV Å⁻¹
net charge	+1
E_tot	-74831.3427	eV

Geometry (Å):
C 4.138 2.331 -4.434
C 2.775 1.977 -4.481
C 1.821 2.610 -3.388
C 0.887 3.859 -3.748
C -0.443 3.718 -2.794
P -0.464 5.435 -1.933
P -2.445 6.348 -2.234
O -2.283 7.364 -3.346
O -3.524 5.096 -2.623
O -2.909 7.014 -0.752
C 0.059 2.542 -1.817
O -0.907 1.888 -1.000
C -0.262 1.690 0.293
C -0.906 0.529 1.167
C 0.121 0.306 2.394
C -2.268 1.038 1.819
C -3.594 0.338 1.267
C -3.512 -0.167 -0.235
C -4.739 1.479 1.285
N 0.807 1.667 -2.776
N 1.270 0.403 -2.366
H 4.408 3.408 -4.221
H 4.922 1.524 -4.563
H 2.330 1.257 -5.225
H 2.555 2.818 -2.537
H 0.678 3.863 -4.856
H 1.546 4.738 -3.446
H -1.307 3.499 -3.485
H -0.246 5.247 -0.517
H -4.399 5.538 -2.670
H -2.307 6.677 -0.054
H 0.858 3.091 -1.216
H 0.831 1.393 0.130
H -0.271 2.646 0.918
H -0.968 -0.468 0.647
H 1.095 -0.089 1.940
H -0.249 -0.495 3.094
H 0.343 1.258 2.958
H -2.218 0.808 2.938
H -2.408 2.159 1.729
H -3.928 -0.447 2.008
H -3.344 0.714 -0.940
H -2.765 -1.004 -0.391
H -4.538 -0.596 -0.498
H -4.872 1.952 2.301
H -4.335 2.299 0.592
H -5.703 1.129 0.804
H 0.130 1.551 -3.550
H 1.375 -0.139 -3.239
H 0.568 -0.095 -1.804
C 0.851 -5.364 1.432
C 0.030 -4.409 0.997
C -0.513 -3.387 1.918
O -1.266 -2.514 1.520
C -0.109 -3.464 3.338
C 0.712 -4.419 3.774
C 1.256 -5.442 2.853
O 2.005 -6.311 3.248
H 1.257 -6.121 0.773
H -0.276 -4.338 -0.038
H -0.516 -2.708 3.998
H 1.018 -4.491 4.810
C 5.095 2.192 -0.508
C 5.840 1.663 0.462
C 6.585 2.520 1.410
O 7.265 2.040 2.292
C 6.470 3.985 1.241
C 5.724 4.513 0.270
C 4.980 3.657 -0.676
O 4.296 4.139 -1.563
H 4.543 1.580 -1.211
H 5.935 0.593 0.601
H 7.021 4.597 1.944
H 5.629 5.583 0.131
C -3.032 -9.404 1.546
C -2.331 -8.757 0.615
C -2.183 -7.286 0.652
O -1.544 -6.694 -0.198
C -2.840 -6.561 1.761
C -3.541 -7.208 2.692
C -3.690 -8.680 2.655
O -4.326 -9.270 3.504
H -3.152 -10.480 1.534
H -1.843 -9.271 -0.203
H -2.720 -5.485 1.773
H -4.029 -6.694 3.510

These are the Löwdin partial charges, in e, on atoms 1 to 5:
1. C 0.0378
2. C -0.1011
3. C -0.2459
4. C -0.1314
5. C -0.3711